Computed, not measured: C21H30BGeN8OZn as an isolated structure, with the ωB97M-V functional and the def2-TZVPD basis.

Its LUMO energy is 2.76 eV. Its charge is -1. The value obtained for the HOMO energy is -2.301 eV. The value obtained for the maximum force is 1.7 eV/A.

Last column: Mulliken charge in e.
Positions of all 63 atoms, in Å:
Zn  0.90  -0.57  -0.55  0.04
C  2.25  4.17  -1.65  -0.84
C  2.29  2.77  -1.86  -0.47
N  1.72  2.13  -0.85  -0.53
N  1.31  3.07  0.03  0.86
C  1.62  4.30  -0.44  -0.48
B  0.57  2.70  1.34  0.53
N  -0.79  1.99  1.03  0.11
C  -1.95  2.31  1.63  -0.28
C  -2.95  1.54  1.10  -1.19
C  -2.29  0.76  0.13  -0.10
N  -1.00  1.04  0.09  -0.37
N  0.80  0.89  3.21  1.02
C  0.67  1.00  4.56  -0.20
C  -0.14  -0.04  4.98  -1.11
C  -0.45  -0.73  3.80  -0.34
N  0.12  -0.16  2.74  -0.71
H  2.64  4.95  -2.28  0.39
H  2.70  2.22  -2.69  0.47
H  1.36  5.18  0.13  0.50
H  0.29  3.75  1.90  -0.17
H  -1.98  3.07  2.40  0.45
H  -4.00  1.54  1.36  0.38
H  -2.71  0.04  -0.56  0.17
H  1.14  1.78  5.12  0.35
H  -0.46  -0.25  5.99  0.39
H  -1.06  -1.61  3.66  0.38
C  2.53  -4.05  -3.69  -1.27
C  2.05  -2.62  -3.77  0.88
O  2.72  -1.69  -3.39  -0.56
N  0.81  -2.46  -4.36  -0.23
C  -0.06  -1.33  -4.02  -0.81
C  -1.08  -1.69  -2.98  0.77
C  -2.43  -1.47  -3.23  -0.57
C  -3.39  -1.85  -2.31  -0.50
C  -2.94  -2.47  -1.14  -0.41
C  -1.59  -2.62  -0.94  -0.46
N  -0.63  -2.22  -1.81  -0.12
H  3.51  -4.06  -3.23  0.33
H  2.59  -4.49  -4.69  0.33
H  1.84  -4.64  -3.09  0.32
H  0.29  -3.32  -4.44  0.26
H  -0.58  -1.03  -4.93  0.33
H  0.59  -0.51  -3.67  0.22
H  -2.72  -1.01  -4.17  0.30
H  -4.44  -1.69  -2.49  0.36
H  -3.64  -2.83  -0.39  0.37
H  -1.21  -3.05  -0.02  0.34
C  2.06  4.26  4.31  -1.39
Ge  2.89  2.84  3.22  0.61
C  4.05  1.78  4.41  -1.27
C  4.05  3.74  1.92  -1.45
C  1.54  1.76  2.29  -0.52
H  2.74  4.58  5.11  0.42
H  1.12  3.93  4.75  0.45
H  1.84  5.13  3.68  0.38
H  4.76  2.45  4.90  0.40
H  4.62  1.05  3.82  0.36
H  3.48  1.25  5.17  0.37
H  4.95  4.13  2.40  0.40
H  3.51  4.57  1.46  0.40
H  4.34  3.06  1.11  0.37
H  2.10  1.09  1.62  0.32


Computed, not measured: an isolated ion of composition C21H30BNO5PS and charge -1, with the ωB97M-V functional and the def2-TZVPD basis.

Its LUMO energy is 2.71 eV. Its charge is -1. The value obtained for the HOMO energy is -4.527 eV. The value obtained for the maximum force is 0.7 eV/A.

Last column: Mulliken charge in e.
Positions of all 60 atoms, in Å:
C  1.10  -1.05  2.50  -0.72
C  2.59  -0.82  2.23  -0.52
B  2.94  -0.87  0.65  0.47
P  4.93  -0.45  0.45  0.61
O  5.68  -1.77  -0.21  -0.56
O  5.62  -0.40  1.95  -0.57
S  5.50  1.15  -0.50  -0.54
O  2.65  -2.18  0.01  -0.65
C  2.17  -1.94  -1.30  0.41
C  0.80  -2.58  -1.50  -1.64
C  -0.45  -1.74  -1.17  0.36
C  -1.45  -2.44  -0.27  -1.10
N  -2.77  -1.82  -0.32  -0.22
C  -3.50  -1.51  0.90  -1.17
C  -3.89  -0.05  1.03  0.53
C  -5.22  0.33  0.81  -0.73
C  -5.63  1.64  0.92  -0.74
C  -4.70  2.62  1.27  -0.37
C  -3.38  2.27  1.48  -0.48
C  -2.97  0.95  1.35  0.81
O  -1.66  0.72  1.57  -0.55
C  2.33  -0.40  -1.45  -0.47
C  1.49  0.36  -2.50  -1.77
C  0.80  1.60  -1.97  0.64
C  -0.58  1.71  -1.91  -0.09
C  -1.19  2.85  -1.41  -0.60
C  -0.41  3.89  -0.95  -0.47
C  0.97  3.80  -1.01  -0.75
C  1.57  2.66  -1.51  -0.24
O  2.16  0.08  -0.14  -0.01
H  0.64  -1.62  1.69  -0.25
H  0.58  -0.10  2.61  0.24
H  0.94  -1.60  3.43  0.36
H  2.89  0.16  2.61  0.19
H  3.17  -1.56  2.79  0.32
H  5.72  -2.49  0.43  0.29
H  5.56  -1.24  2.41  0.28
H  2.87  -2.40  -2.01  0.32
H  0.72  -2.95  -2.53  0.33
H  0.79  -3.47  -0.86  0.46
H  -0.97  -1.52  -2.11  0.65
H  -0.19  -0.77  -0.74  -0.02
H  -1.54  -3.49  -0.60  0.40
H  -1.06  -2.48  0.75  0.30
H  -2.79  -1.02  -0.95  0.35
H  -2.93  -1.83  1.77  0.35
H  -4.45  -2.07  0.93  0.47
H  -5.94  -0.44  0.55  0.33
H  -6.67  1.91  0.75  0.38
H  -5.00  3.65  1.37  0.38
H  -2.64  3.01  1.75  0.43
H  -1.40  -0.18  1.31  0.10
H  3.38  -0.27  -1.76  0.64
H  0.74  -0.28  -2.98  0.50
H  2.17  0.68  -3.28  0.41
H  -1.19  0.89  -2.27  0.30
H  -2.27  2.91  -1.37  0.44
H  -0.88  4.78  -0.54  0.39
H  1.59  4.60  -0.63  0.41
H  2.65  2.57  -1.52  0.36


Computed, not measured: C21H30Cl2IrN2OS5 as an isolated structure, with the ωB97M-V functional and the def2-TZVPD basis.

Its LUMO energy (spin up / spin down) is -5.24 / -6.67 eV. The multiplicity is 6. Its charge is +2. The value obtained for the HOMO energy (spin up / spin down) is -12.228 / -13.602 eV. As for the expectation value of S²: 8.803. The value obtained for the maximum force is 0.8 eV/A.

Last column: Mulliken spin population.
Positions of all 62 atoms, in Å:
Ir  1.90  -0.58  -0.09  1.89
C  3.36  -3.38  -0.55  0.02
C  3.84  -3.13  0.87  0.00
S  3.63  -1.42  1.49  0.12
C  5.18  -0.56  1.02  -0.02
C  4.92  0.65  0.14  0.04
S  4.04  0.05  -1.32  0.15
C  3.42  1.50  -2.21  0.03
C  2.53  0.95  -3.32  -0.01
S  1.24  -0.19  -2.72  0.19
C  1.92  -1.79  -3.24  0.00
C  1.27  -2.91  -2.45  0.00
S  1.60  -2.90  -0.67  0.16
H  3.44  -4.44  -0.77  0.00
H  3.94  -2.81  -1.28  0.00
H  4.89  -3.39  0.97  0.00
H  3.28  -3.74  1.58  0.00
H  5.82  -1.29  0.52  0.00
H  5.66  -0.25  1.94  0.00
H  5.87  1.10  -0.16  0.00
H  4.32  1.40  0.65  0.00
H  4.25  2.07  -2.63  0.00
H  2.86  2.13  -1.52  0.01
H  3.12  0.43  -4.07  0.00
H  2.02  1.78  -3.82  0.00
H  3.01  -1.78  -3.11  -0.01
H  1.71  -1.93  -4.30  0.01
H  1.55  -3.89  -2.85  0.01
H  0.18  -2.83  -2.50  -0.01
Cl  -2.26  -3.17  -1.37  0.01
C  -3.20  -1.85  -0.78  0.11
C  -4.57  -2.01  -0.75  -0.05
C  -5.38  -0.99  -0.27  0.12
C  -4.80  0.18  0.18  -0.03
C  -3.43  0.32  0.12  0.06
Cl  -2.88  1.90  0.73  0.06
C  -2.53  -0.68  -0.33  -0.02
N  -1.17  -0.71  -0.40  0.47
H  -5.00  -2.93  -1.10  0.00
H  -6.45  -1.12  -0.23  0.01
H  -5.41  1.00  0.54  0.00
C  -0.98  -2.43  3.44  0.00
C  -0.65  -0.95  3.47  -0.01
O  0.68  -0.67  3.06  0.01
H  -2.02  -2.60  3.72  0.00
H  -0.36  -2.97  4.15  0.00
H  -0.82  -2.84  2.44  0.00
H  -0.84  -0.52  4.46  0.00
H  -1.29  -0.42  2.75  0.01
H  1.26  -1.29  3.51  0.00
S  -0.19  0.47  0.17  0.70
C  -4.01  3.34  -0.98  -0.02
N  -3.01  4.19  2.25  0.91
C  -3.46  5.35  2.18  -0.08
C  -3.99  6.14  1.05  0.11
C  -4.30  5.84  -0.21  -0.05
C  -4.28  4.60  -0.98  0.01
H  -2.50  1.56  1.93  0.00
H  -3.44  5.90  3.14  0.08
H  -4.16  7.17  1.34  0.00
H  -4.67  6.68  -0.79  0.00
H  -4.67  4.67  -2.02  0.00


Computed, not measured: C21H30DyN6OS2 as an isolated structure, with the ωB97M-V functional and the def2-TZVPD basis.

Its LUMO energy (spin up / spin down) is -11.44 / -9.24 eV. The multiplicity is 6. Its charge is +3. The value obtained for the HOMO energy (spin up / spin down) is -17.130 / -17.142 eV. As for the expectation value of S²: 8.894. The value obtained for the maximum force is 1.1 eV/A.

Last column: Mulliken spin population.
Positions of all 61 atoms, in Å:
Dy  1.01  0.02  0.05  5.28
C  -3.39  0.50  -2.08  0.00
C  -2.02  0.69  -1.54  0.00
N  -1.60  0.22  -0.40  0.00
N  -2.46  -0.34  0.50  0.00
C  -2.11  -0.41  1.82  0.00
N  -3.06  -0.70  2.69  0.00
S  -0.53  -0.13  2.37  -0.09
C  -1.04  1.57  -2.23  0.00
C  -1.42  2.38  -3.30  0.00
C  -0.55  3.35  -3.77  0.00
C  0.70  3.46  -3.18  0.00
C  1.03  2.59  -2.14  0.00
N  0.19  1.67  -1.66  -0.05
H  -3.84  -0.42  -1.72  0.00
H  -3.39  0.47  -3.16  0.00
H  -4.03  1.34  -1.79  0.00
H  -3.45  -0.40  0.26  0.00
H  -4.03  -0.84  2.44  0.00
H  -2.84  -0.73  3.68  0.00
H  -2.40  2.28  -3.76  0.00
H  -0.84  4.02  -4.56  0.00
H  1.41  4.21  -3.50  0.00
H  2.01  2.66  -1.67  0.00
C  2.72  -3.85  1.83  0.00
C  2.21  -2.88  0.84  -0.01
O  1.99  -1.69  1.12  -0.04
C  1.97  -3.32  -0.55  0.01
C  2.82  -4.23  -1.19  0.00
C  2.63  -4.54  -2.52  0.00
C  1.59  -3.97  -3.24  0.00
C  0.72  -3.08  -2.61  0.00
C  0.91  -2.74  -1.28  0.00
H  2.52  -3.48  2.84  0.00
H  3.81  -3.95  1.75  0.00
H  2.30  -4.83  1.68  0.00
H  3.62  -4.69  -0.63  0.00
H  3.30  -5.24  -3.01  0.00
H  1.42  -4.24  -4.27  0.00
H  -0.12  -2.66  -3.16  0.00
H  0.13  -2.15  -0.75  -0.02
C  6.68  -0.67  -2.69  0.00
N  5.38  -0.93  -2.08  0.00
C  5.45  -1.16  -0.65  0.00
C  4.23  -0.69  -2.70  0.00
S  2.87  -0.04  -1.82  -0.06
N  4.06  -0.86  -4.01  0.00
C  4.89  -1.73  -4.82  0.00
C  2.93  -0.31  -4.72  0.00
H  7.27  -0.10  -1.98  0.00
H  6.57  -0.08  -3.60  0.00
H  7.21  -1.60  -2.92  0.00
H  6.27  -1.85  -0.46  0.00
H  4.52  -1.60  -0.29  0.00
H  5.65  -0.23  -0.12  0.00
H  5.51  -2.39  -4.21  0.00
H  5.53  -1.14  -5.49  0.00
H  4.24  -2.35  -5.44  0.00
H  2.51  0.53  -4.17  0.00
H  2.15  -1.08  -4.84  0.00
H  3.26  0.02  -5.70  0.00


Computed, not measured: a 4-piece molecular cluster, C21H30F3IO14S3 overall, with the ωB97M-V functional and the def2-TZVPD basis.

Its LUMO energy is 0.39 eV. Its structure (SMILES) is CC[C@H](I)[C@H](CCC(F)(F)F)OC(=O)Cc1ccccc1.O=S1(=O)OCCO1.O=S1(=O)OCCO1.O=S1(=O)OCCO1. The value obtained for the HOMO energy is -8.482 eV. The value obtained for the maximum force is 4.6 eV/A.

Last column: Mulliken charge in e.
Positions of all 72 atoms, in Å:
C  1.22  -0.40  -3.33  -1.32
C  0.05  0.14  -2.33  0.31
C  0.48  1.65  -1.85  -0.96
I  0.82  1.65  0.30  0.15
C  -0.72  2.67  -2.19  0.53
C  -0.28  4.14  -2.62  -0.69
C  0.99  4.23  -3.60  -0.85
C  2.17  4.95  -2.75  0.72
F  3.42  4.80  -3.41  -0.26
F  2.28  4.36  -1.45  -0.19
F  1.79  6.33  -2.64  -0.26
O  -1.50  2.83  -0.94  -0.46
C  -2.69  2.07  -0.99  0.65
O  -2.74  0.82  -0.91  -0.53
C  -4.11  2.85  -1.09  -0.89
C  -4.23  3.27  -2.65  0.49
C  -4.67  2.15  -3.63  -0.32
C  -4.76  2.53  -5.13  -0.47
C  -4.39  3.97  -5.54  -0.33
C  -3.96  5.08  -4.55  -0.36
C  -3.88  4.71  -3.04  -0.42
H  2.27  -0.17  -2.90  0.28
H  1.11  -1.54  -3.53  0.31
H  1.08  0.11  -4.35  0.39
H  -0.91  0.14  -2.97  0.27
H  -0.03  -0.55  -1.41  0.00
H  1.47  1.86  -2.36  0.47
H  -1.46  2.25  -2.97  0.47
H  -0.18  4.80  -1.67  0.38
H  -1.17  4.60  -3.19  -0.11
H  0.80  4.94  -4.48  0.36
H  1.35  3.23  -4.00  0.32
H  -4.98  2.17  -0.78  0.33
H  -4.14  3.79  -0.43  0.37
H  -4.90  1.12  -3.21  0.34
H  -5.08  1.72  -5.86  0.34
H  -4.43  4.26  -6.65  0.30
H  -3.68  6.14  -4.85  0.36
H  -3.57  5.48  -2.24  0.29
O  2.08  -1.57  -0.17  -0.38
S  1.74  -2.92  -0.51  1.06
O  2.20  -3.56  -1.71  -0.59
O  0.13  -3.07  -0.43  -0.30
C  -0.21  -4.09  0.51  -0.37
C  0.92  -4.11  1.51  -0.10
O  2.11  -3.88  0.74  -0.33
H  -0.28  -5.04  -0.03  0.32
H  -1.18  -3.88  0.97  0.33
H  0.99  -5.05  2.05  0.12
H  0.82  -3.29  2.23  0.24
O  1.53  -0.17  5.76  -0.54
S  1.77  0.93  4.87  1.07
O  0.72  1.66  4.23  -0.50
O  2.83  0.44  3.74  -0.22
C  3.99  1.27  3.77  -0.30
C  4.09  1.76  5.20  -0.37
O  2.75  1.99  5.62  -0.32
H  3.82  2.11  3.08  0.26
H  4.87  0.71  3.45  0.32
H  4.68  2.67  5.29  0.31
H  4.52  0.99  5.85  0.29
O  -0.95  -6.04  3.78  -0.52
S  -0.24  -6.26  5.01  1.14
O  -0.28  -5.34  6.10  -0.55
O  1.31  -6.58  4.65  -0.30
C  1.66  -7.86  5.17  -0.31
C  0.37  -8.66  5.18  -0.35
O  -0.64  -7.73  5.57  -0.31
H  2.06  -7.73  6.18  0.28
H  2.43  -8.33  4.54  0.31
H  0.41  -9.50  5.88  0.31
H  0.13  -9.03  4.18  0.28


Computed, not measured: an isolated ion of composition C21H30F8NO4S and charge +1, with the ωB97M-V functional and the def2-TZVPD basis.

Its LUMO energy is -2.37 eV. Its charge is +1. Its structure (SMILES) is CCOCCOCCOC[N@+](CSCC)(C[C@@H](O)C(F)(F)F)C(F)(F)c1cccc(C(F)(F)F)c1. The value obtained for the HOMO energy is -11.953 eV. The value obtained for the maximum force is 2.1 eV/A.

Last column: Mulliken charge in e.
Positions of all 65 atoms, in Å:
C  -3.38  5.34  -1.04  -0.89
C  -3.70  4.44  -2.26  -0.41
O  -2.83  3.32  -2.30  -0.37
C  -1.56  3.64  -2.87  -0.59
C  -0.50  3.01  -2.00  0.42
O  0.68  2.78  -2.73  -0.40
C  1.83  2.62  -1.94  -0.82
C  2.15  1.15  -1.75  -0.21
O  0.98  0.57  -1.16  0.37
C  1.16  -0.69  -0.66  -1.96
N  0.06  -1.07  0.31  -0.40
C  0.45  -2.49  0.68  -1.02
S  -0.59  -3.27  1.93  -0.13
C  -0.84  -5.01  1.39  -0.35
C  -2.36  -5.30  1.32  -1.04
C  -1.32  -1.01  -0.29  -0.82
C  -1.54  -1.41  -1.75  -0.39
O  -0.93  -0.63  -2.74  -0.53
C  -1.34  -2.88  -2.13  0.52
F  -0.09  -3.16  -2.52  -0.24
F  -2.14  -3.14  -3.17  -0.30
F  -1.70  -3.71  -1.14  -0.20
C  0.06  -0.17  1.54  1.05
F  -1.10  -0.34  2.18  -0.30
F  0.06  1.11  1.14  -0.19
C  1.21  -0.37  2.50  -0.09
C  1.07  -1.00  3.70  -0.51
C  2.12  -1.13  4.54  -0.94
C  3.34  -0.63  4.24  -0.78
C  3.48  0.00  3.04  0.08
C  4.81  0.59  2.61  0.95
F  4.83  1.91  2.60  -0.25
F  5.80  0.13  3.39  -0.27
F  5.10  0.17  1.35  -0.27
C  2.43  0.13  2.19  -0.43
H  -3.11  6.33  -1.39  0.28
H  -4.26  5.45  -0.40  0.32
H  -2.56  4.90  -0.49  0.23
H  -4.73  4.10  -2.19  0.33
H  -3.61  4.99  -3.19  0.36
H  -1.43  4.72  -2.95  0.42
H  -1.52  3.16  -3.85  0.23
H  -0.35  3.57  -1.07  0.23
H  -0.91  2.04  -1.70  -0.42
H  1.78  3.14  -0.99  0.31
H  2.67  3.05  -2.49  0.48
H  3.05  1.02  -1.14  0.32
H  2.26  0.71  -2.75  0.29
H  2.14  -0.80  -0.20  1.12
H  1.12  -1.43  -1.46  0.49
H  1.48  -2.51  0.99  0.62
H  0.42  -3.11  -0.21  0.98
H  -0.43  -5.63  2.18  0.58
H  -0.37  -5.18  0.44  0.27
H  -2.62  -6.17  1.91  0.36
H  -2.70  -5.40  0.30  0.24
H  -2.92  -4.47  1.75  0.32
H  -1.66  0.02  -0.20  0.63
H  -2.03  -1.57  0.30  0.59
H  -2.62  -1.28  -1.89  0.59
H  -1.56  -0.02  -3.12  0.38
H  0.10  -1.39  3.96  0.63
H  1.95  -1.65  5.47  0.44
H  4.16  -0.75  4.92  0.54
H  2.55  0.66  1.26  0.55


Computed, not measured: a 3-piece molecular cluster, C21H30FN3O3 overall, with the ωB97M-V functional and the def2-TZVPD basis.

Its LUMO energy is -0.60 eV. Its structure (SMILES) is C#Cc1nc2cc(F)ccc2nc1N(C)C(C)=O.CCOCC.CCOCC. The value obtained for the HOMO energy is -9.008 eV. The value obtained for the maximum force is 0.7 eV/A.

Last column: Mulliken charge in e.
Positions of all 58 atoms, in Å:
C  1.57  -2.47  -0.67  0.33
C  0.81  -1.57  -0.88  -1.05
C  -0.11  -0.48  -1.08  0.58
N  -1.38  -0.70  -0.91  -0.66
C  -2.20  0.38  -1.08  0.68
C  -3.59  0.22  -0.89  -0.50
C  -4.40  1.30  -1.05  0.29
F  -5.72  1.17  -0.87  -0.34
C  -3.91  2.57  -1.39  -0.64
C  -2.57  2.73  -1.58  -0.45
C  -1.69  1.64  -1.43  -0.20
N  -0.36  1.82  -1.63  -0.34
C  0.42  0.80  -1.46  -0.02
N  1.82  0.92  -1.59  0.25
C  2.36  0.59  -2.92  -0.95
C  2.32  2.18  -1.06  0.69
C  2.24  3.44  -1.88  -1.22
O  2.80  2.19  0.04  -0.56
H  2.29  -3.22  -0.45  0.61
H  -3.99  -0.74  -0.63  0.52
H  -4.61  3.38  -1.51  0.47
H  -2.17  3.70  -1.85  0.50
H  2.81  1.46  -3.39  0.40
H  3.12  -0.19  -2.83  0.29
H  1.57  0.21  -3.56  0.34
H  1.60  3.33  -2.76  0.38
H  1.84  4.22  -1.23  0.23
H  3.24  3.73  -2.18  0.41
C  1.44  -8.56  -0.52  -1.04
C  2.31  -7.47  0.07  -0.37
O  1.69  -6.19  0.09  -0.37
C  0.50  -6.09  0.84  -0.23
C  0.67  -6.40  2.32  -1.11
H  1.09  -8.28  -1.52  0.29
H  2.01  -9.49  -0.60  0.39
H  0.56  -8.77  0.10  0.27
H  3.20  -7.34  -0.54  0.32
H  2.64  -7.75  1.07  0.30
H  -0.29  -6.72  0.41  0.28
H  0.17  -5.05  0.72  0.31
H  0.93  -7.45  2.49  0.26
H  -0.25  -6.20  2.85  0.40
H  1.47  -5.78  2.75  0.30
C  -0.12  3.34  1.61  -0.72
C  0.43  4.72  1.92  -0.49
O  -0.28  5.78  1.30  -0.45
C  -1.65  5.89  1.66  -0.14
C  -1.89  6.14  3.14  -1.15
H  -0.20  3.20  0.53  -0.06
H  0.53  2.58  2.02  0.44
H  -1.12  3.19  2.04  0.40
H  1.45  4.80  1.53  0.35
H  0.49  4.88  3.00  0.31
H  -2.21  5.01  1.32  0.16
H  -2.02  6.74  1.08  0.37
H  -1.59  5.29  3.75  0.27
H  -2.95  6.32  3.32  0.42
H  -1.32  7.01  3.48  0.29